113
Properties=species:S:1:pos:R:3:forces:R:3:lowdin_charge:R:1 method="wB97M-V/def2-TZVPD" fmax_ha_per_bohr=0.021 spin_multiplicity=3 orbital_gap_ev="7.580 / 6.543" e_tot_ev=-140469.45988 s2=2.0404
Cr -0.1127 -0.2085 0.0029 -0.482 0.184 -0.920 -0.3116
C -1.5924 4.2373 -3.1065 -0.012 -0.038 -0.020 -0.0846
C -2.4589 3.4039 -2.4176 -0.146 0.089 -0.036 -0.0777
C -2.0463 2.7898 -1.2521 0.050 0.131 0.222 -0.1612
C -0.7712 3.0354 -0.7324 -0.097 -0.234 -0.157 -0.3221
C 0.1077 3.8293 -1.4632 -0.120 -0.015 0.281 -0.0932
C -0.3017 4.4243 -2.6442 -0.024 0.145 -0.047 -0.0867
P -0.3231 2.0030 0.7039 -0.092 0.728 0.237 1.0502
C -1.3568 2.6889 2.0549 -0.095 -0.129 0.029 -0.2935
C -2.6118 3.2695 1.8956 0.199 0.052 -0.058 -0.0800
C -3.3672 3.6040 3.0062 -0.109 0.095 0.088 -0.0986
C -2.8976 3.3526 4.2844 -0.045 -0.015 0.001 -0.0886
C -1.6340 2.8103 4.4513 0.017 -0.043 0.123 -0.0700
C -0.8704 2.4900 3.3473 0.010 0.134 -0.086 -0.0896
C 1.3017 2.5842 1.3075 0.055 0.118 -0.016 -0.3597
C 1.6715 3.9237 1.3174 0.052 0.040 0.090 -0.0860
C 2.9412 4.2817 1.7442 0.016 0.113 -0.025 -0.0767
C 3.8150 3.3134 2.2127 0.099 -0.017 0.089 -0.0822
C 3.4063 1.9912 2.2913 0.147 0.066 0.115 -0.0813
C 2.1508 1.6097 1.8459 -0.186 -0.567 -0.280 -0.2574
Si 1.3735 -0.1342 1.8264 0.066 -0.252 0.565 0.6678
C 2.6226 -1.5688 1.7149 -0.440 0.417 -0.162 -0.2570
C 3.7141 -1.7579 2.5444 0.332 -0.060 0.142 -0.0920
C 4.6457 -2.7497 2.2899 0.074 0.036 0.114 -0.0767
C 4.5083 -3.5518 1.1681 0.005 -0.117 -0.150 -0.0728
C 3.4163 -3.3887 0.3329 0.083 -0.082 0.058 -0.0989
C 2.4495 -2.4305 0.6289 0.018 -0.160 -0.044 -0.3596
P 0.9994 -2.1566 -0.4515 0.538 -0.506 -0.125 1.0137
C 0.1174 -3.7614 -0.5924 -0.118 0.239 -0.045 -0.3402
C -1.2015 -3.6427 -1.0263 0.105 0.122 -0.064 -0.1279
C -1.9861 -4.7609 -1.2277 -0.078 -0.126 -0.070 -0.0688
C -1.4584 -6.0219 -1.0081 -0.049 0.051 -0.012 -0.0809
C -0.1578 -6.1462 -0.5525 0.087 -0.156 0.009 -0.0826
C 0.6273 -5.0275 -0.3338 0.033 0.152 -0.143 -0.0789
C 1.8657 -2.1296 -2.0568 -0.104 0.265 -0.144 -0.3288
C 3.0532 -1.4048 -2.1510 -0.094 -0.056 0.095 -0.1007
C 3.6832 -1.2514 -3.3704 0.084 0.033 -0.014 -0.0842
C 3.1372 -1.8201 -4.5091 -0.067 0.007 -0.109 -0.0886
C 1.9434 -2.5160 -4.4236 -0.044 -0.037 -0.196 -0.0798
C 1.2981 -2.6615 -3.2093 0.100 0.015 0.217 -0.0761
C 0.3948 -0.3546 3.4531 0.112 0.009 -0.647 -0.2855
C 0.8850 -0.1725 4.7368 0.002 -0.037 0.265 -0.0932
C 0.0737 -0.3770 5.8389 0.172 0.059 0.084 -0.0814
C -1.2340 -0.8049 5.6680 -0.222 -0.035 0.030 -0.0723
C -1.7383 -1.0053 4.3951 0.033 -0.002 0.115 -0.0828
C -0.9361 -0.7422 3.2886 0.068 0.121 0.039 -0.3547
P -1.5286 -1.0461 1.5814 -0.583 -0.067 0.836 0.9838
C -1.9014 -2.8105 1.9217 -0.006 -0.143 -0.172 -0.3305
C -0.8012 -3.5881 2.2752 -0.119 0.025 0.061 -0.0993
C -0.9579 -4.9192 2.6055 0.057 -0.008 0.079 -0.0722
C -2.2201 -5.4946 2.5789 -0.050 -0.035 0.035 -0.0861
C -3.3140 -4.7297 2.2164 -0.100 -0.201 0.092 -0.0838
C -3.1610 -3.3926 1.8913 0.121 0.138 0.026 -0.0771
C -3.2286 -0.3844 1.5125 0.076 0.139 -0.296 -0.3352
C -3.9086 0.3642 2.4656 0.149 -0.275 -0.055 -0.0827
C -5.2016 0.7947 2.2102 -0.146 0.017 0.013 -0.0807
C -5.8151 0.5058 1.0030 -0.043 0.012 0.018 -0.0831
C -5.1283 -0.2128 0.0335 -0.134 0.015 -0.120 -0.0774
C -3.8425 -0.6435 0.2852 0.045 0.015 0.078 -0.1343
H -1.9173 4.7203 -4.0151 -0.019 0.028 -0.144 0.1025
H -3.4486 3.2104 -2.8056 -0.087 -0.002 -0.011 0.1081
H -2.7044 2.0917 -0.7424 0.024 0.037 -0.099 0.0905
H 1.1188 3.9669 -1.1116 0.089 0.022 -0.039 0.0952
H 0.3909 5.0231 -3.2180 0.072 0.089 0.017 0.1058
H -3.0005 3.4825 0.9098 -0.031 -0.046 0.017 0.0935
H -4.3404 4.0519 2.8704 -0.109 0.048 -0.026 0.1043
H -3.5121 3.5714 5.1446 -0.052 0.109 0.087 0.1012
H -1.2304 2.6240 5.4360 -0.030 0.009 0.117 0.1054
H 0.1223 2.0898 3.4898 -0.074 0.054 0.055 0.0863
H 0.9760 4.6922 1.0038 -0.010 -0.013 -0.071 0.1120
H 3.2537 5.3171 1.7066 -0.025 0.040 0.036 0.1023
H 4.8084 3.5912 2.5394 0.031 0.032 0.011 0.1010
H 4.0753 1.2486 2.7029 0.131 -0.060 0.015 0.0916
H 3.8470 -1.1012 3.3888 0.113 0.081 0.244 0.0919
H 5.4981 -2.8784 2.9424 0.048 -0.004 0.057 0.1023
H 5.2598 -4.2936 0.9317 0.026 -0.022 0.013 0.1040
H 3.3451 -3.9698 -0.5792 -0.027 -0.049 0.059 0.1105
H -1.6015 -2.6487 -1.2060 -0.015 -0.106 0.014 0.0500
H -3.0130 -4.6567 -1.5442 -0.101 0.057 -0.074 0.1084
H -2.0683 -6.8962 -1.1859 -0.006 -0.091 0.056 0.1031
H 0.2469 -7.1264 -0.3534 0.073 -0.138 0.030 0.1029
H 1.6268 -5.1478 0.0524 0.096 -0.032 0.024 0.0916
H 3.4731 -0.9567 -1.2580 0.034 0.013 -0.056 0.1142
H 4.5987 -0.6839 -3.4327 0.154 0.053 -0.013 0.1027
H 3.6329 -1.7144 -5.4626 0.049 0.028 -0.090 0.0989
H 1.4989 -2.9458 -5.3083 -0.009 -0.044 -0.142 0.1016
H 0.3564 -3.1901 -3.1557 -0.016 -0.044 -0.021 0.1019
H 1.9075 0.1454 4.8778 0.185 0.054 0.073 0.1015
H 0.4632 -0.2178 6.8351 0.022 -0.002 0.075 0.1018
H -1.8577 -0.9873 6.5330 -0.038 -0.022 0.024 0.1036
H -2.7458 -1.3820 4.2626 0.006 0.006 0.025 0.1119
H 0.1829 -3.1283 2.2943 0.030 -0.104 0.069 0.1033
H -0.0962 -5.5085 2.8860 0.059 -0.053 0.003 0.1097
H -2.3511 -6.5338 2.8469 0.012 -0.061 -0.014 0.1016
H -4.2987 -5.1751 2.1960 -0.078 -0.033 -0.004 0.1018
H -4.0291 -2.8078 1.6273 -0.067 0.044 -0.024 0.0987
H -3.4378 0.6069 3.4065 0.038 0.073 0.051 0.0914
H -5.7385 1.3545 2.9644 0.022 0.072 0.024 0.1053
H -6.8255 0.8415 0.8140 -0.045 0.017 -0.005 0.1003
H -5.5972 -0.4396 -0.9136 -0.035 0.018 -0.072 0.1051
H -3.2877 -1.1973 -0.4665 -0.114 0.028 -0.068 0.0775
O 1.3097 0.8010 -1.0511 0.657 0.252 -0.125 -0.3020
N 1.1581 1.1768 -2.2973 -0.318 -0.055 -0.720 -0.1730
C 2.1390 1.9164 -2.8571 0.085 -0.094 0.127 -0.0378
C 2.0507 2.3618 -4.1457 -0.193 -0.112 -0.215 -0.0607
C 0.9183 2.0297 -4.8955 -0.066 -0.169 0.271 -0.0650
C -0.0794 1.2781 -4.3125 0.283 0.327 -0.384 -0.0785
C 0.0246 0.8412 -2.9938 0.348 -0.160 0.647 -0.6050
S -1.1763 -0.0711 -2.1958 -0.375 -0.445 0.197 0.7467
H 2.9656 2.1219 -2.1948 0.028 -0.029 0.050 0.1459
H 2.8512 2.9497 -4.5665 0.061 0.027 0.035 0.1074
H 0.8215 2.3638 -5.9158 -0.021 0.040 -0.123 0.1064
H -0.9783 1.0197 -4.8516 -0.015 -0.037 -0.014 0.1106